[1]
DFT (the ωB97M-V functional and the def2-TZVPD basis) results for a 8-piece molecular cluster, C36H86N2O8 overall.

The value obtained for the energy above the lowest of the compared OMol25 structures with the same formula, charge and spin is 5.640 eV. The spin multiplicity is 1. The calculation puts the total energy at -58079.68804 eV.

Structure (XYZ):
```
132
C36H86N2O8 | the Open Molecules 2025 dataset | the ωB97M-V functional and the def2-TZVPD basis
C 1.52619 3.34932 3.51860
C 0.68934 2.14632 3.39949
C 0.62728 1.59227 4.90881
C -0.74065 2.47980 2.90843
C -0.83259 2.68132 1.36342
C -0.36087 1.39154 0.67833
C 1.14768 1.01304 1.08970
C 1.41055 -0.39304 0.50846
C 2.21317 1.95764 0.50193
N 1.17640 0.99938 2.59218
O 2.29723 0.38809 3.12156
H 1.24707 4.02701 4.32540
H 2.58211 3.08144 3.55572
H 1.53102 3.97652 2.62714
H -0.13606 2.07998 5.51507
H 0.39630 0.53979 4.74442
H 1.53323 1.63637 5.51330
H -1.50783 1.76266 3.20041
H -0.97592 3.47701 3.28035
H -1.82856 2.92203 0.99165
H -0.20960 3.56410 1.21965
H -0.31708 1.52888 -0.40210
H -0.88694 0.52705 1.08332
H 1.42979 -0.50292 -0.57582
H 0.61616 -1.06331 0.83678
H 2.35005 -0.83259 0.84346
H 1.72662 2.53607 -0.28344
H 3.08908 1.44928 0.09888
H 2.71393 2.59101 1.23417
H 2.01284 -0.52623 3.05266
C -5.46527 1.17362 2.40410
C -4.77710 1.46162 1.10488
C -4.54805 2.97196 0.87870
C -3.43379 0.68096 1.03017
C -3.45032 -0.67661 0.48489
C -4.23448 -0.69495 -0.85860
C -5.67908 -0.27936 -0.67563
C -6.31370 -0.25133 -2.12793
C -6.45976 -1.28290 0.16010
N -5.63519 1.12385 -0.08558
O -6.86707 1.76656 -0.24637
H -5.77990 0.13053 2.43687
H -4.80937 1.32307 3.26175
H -6.40103 1.71088 2.55842
H -5.42629 3.60342 1.01303
H -3.78499 3.33426 1.56760
H -4.08786 3.20020 -0.08267
H -2.73814 1.22836 0.39416
H -3.16275 0.52040 2.07365
H -2.42543 -0.99847 0.30024
H -3.91233 -1.39241 1.16480
H -4.13124 -1.71931 -1.21655
H -3.80068 -0.20781 -1.73187
H -5.87245 0.56518 -2.69953
H -7.38261 -0.05064 -2.05543
H -6.11135 -1.12629 -2.74567
H -6.62495 -2.29435 -0.21111
H -7.50683 -1.00846 0.28830
H -6.24170 -1.23230 1.22686
H -6.67365 2.49619 -0.83954
C 3.00889 -3.77123 0.34227
C 2.46668 -4.82610 -0.54766
C 3.51024 -5.16726 -1.64039
O 2.29644 -6.09497 0.19515
H 2.56087 -3.69302 1.33286
H 3.00846 -2.82840 -0.20470
H 4.07890 -3.89776 0.50710
H 1.54476 -4.52169 -1.04313
H 3.13829 -5.90521 -2.35115
H 4.26658 -5.78060 -1.15064
H 3.93473 -4.29800 -2.14268
H 1.55300 -5.91573 0.77547
C -0.71527 3.47721 -2.83659
C -1.93890 4.10765 -2.09207
C -1.65730 5.32993 -1.21732
O -2.91456 4.50044 -3.02290
H -0.14472 4.21379 -3.40230
H -1.15554 2.78380 -3.55313
H -0.09805 2.93582 -2.11963
H -2.51659 3.47813 -1.41525
H -1.29783 6.21087 -1.74913
H -0.83594 5.20940 -0.51095
H -2.43424 5.58189 -0.49552
H -2.97687 3.75393 -3.62327
C 0.04092 -3.20879 5.88823
C -0.51427 -2.97859 4.50606
C 0.58030 -2.85423 3.45944
O -1.24420 -4.17339 4.11752
H -0.74881 -3.18994 6.63928
H 0.85100 -2.50353 6.07394
H 0.49086 -4.19910 5.95841
H -1.22892 -2.15557 4.50996
H 1.38610 -2.17650 3.74132
H 0.02559 -2.23324 2.75603
H 0.88914 -3.72570 2.88215
H -1.50625 -4.15924 3.19409
C 4.78194 2.29360 -2.67972
C 4.01343 1.16487 -3.36822
C 2.76129 1.53214 -4.14568
O 4.87314 0.26945 -4.01269
H 5.02133 2.98414 -3.48839
H 5.73843 2.09942 -2.19441
H 4.13231 2.96180 -2.11438
H 3.68691 0.67070 -2.45319
H 2.84354 1.43363 -5.22809
H 2.42120 2.54511 -3.93039
H 1.98289 0.86719 -3.77146
H 5.57852 0.09849 -3.38435
C 0.26658 -2.44979 -3.81383
C -0.74515 -1.66485 -2.84500
C -1.31265 -0.29013 -3.39910
O -1.86289 -2.60109 -2.70032
H 1.26138 -2.34909 -3.37986
H 0.29416 -2.06146 -4.83193
H -0.10483 -3.47182 -3.88872
H -0.52419 -1.67833 -1.77771
H -1.97787 -0.58207 -4.21172
H -0.51182 0.39725 -3.67167
H -1.90237 0.29638 -2.69459
H -2.22025 -2.88376 -3.54530
C 6.65100 -2.98063 -1.35012
C 5.87555 -1.68779 -1.49524
C 5.80236 -0.85502 -0.19836
O 6.60141 -0.84885 -2.37607
H 7.39010 -2.93521 -0.55026
H 7.07128 -3.46170 -2.23332
H 5.96091 -3.71056 -0.92694
H 4.88764 -2.02636 -1.80749
H 6.62492 -1.12975 0.46195
H 4.94469 -1.30653 0.30030
H 5.71303 0.23130 -0.19172
H 7.49538 -0.65173 -2.08703
```

=====

[2]
DFT (the ωB97M-V functional and the def2-TZVPD basis) results for a 7-piece molecular cluster, C36H86N4O9 overall.

The value obtained for the energy above the lowest of the compared OMol25 structures with the same formula, charge and spin is 7.105 eV. The spin multiplicity is 1. The calculation puts the total energy at -63103.88984 eV.

Structure (XYZ):
```
135
C36H86N4O9 | the Open Molecules 2025 dataset | the ωB97M-V functional and the def2-TZVPD basis
C 4.64704 -3.89291 -5.35673
C 4.56391 -4.29930 -3.89807
C 4.58432 -5.82584 -3.91182
C 5.79092 -3.55905 -3.28298
C 5.84732 -3.64775 -1.70507
C 4.56432 -3.18682 -1.11245
C 3.35543 -3.93522 -1.68172
C 3.28516 -5.33242 -1.12105
C 2.09307 -3.06613 -1.20127
N 3.39780 -3.79579 -3.20291
O 2.21746 -4.27067 -3.79900
H 3.77196 -4.15399 -5.95185
H 4.78135 -2.82204 -5.50934
H 5.53397 -4.35035 -5.79514
H 4.15034 -6.34002 -4.76936
H 5.61870 -6.14523 -3.78477
H 3.98649 -6.29580 -3.13090
H 6.74063 -3.70001 -3.79900
H 5.47512 -2.53705 -3.49252
H 6.13945 -4.63102 -1.33636
H 6.67378 -3.15230 -1.19555
H 4.54588 -2.11103 -1.28684
H 4.62470 -3.30518 -0.03057
H 2.74005 -5.15917 -0.19318
H 4.26794 -5.76410 -0.93160
H 2.56187 -5.99750 -1.59286
H 2.25451 -2.07498 -1.62511
H 2.15424 -2.80232 -0.14545
H 1.14888 -3.44385 -1.59364
H 1.82534 -3.39532 -3.75909
C -4.05168 3.32546 1.65950
C -4.93134 2.47768 0.75110
C -4.33119 1.02334 0.71424
C -6.32867 2.51590 1.51577
C -7.42387 1.95422 0.49017
C -7.44649 2.81267 -0.75395
C -6.12961 2.85977 -1.53926
C -5.95993 1.53611 -2.26940
C -6.16852 4.11609 -2.45335
N -4.98337 2.97887 -0.58706
O -3.74873 3.17713 -1.13772
H -3.06593 3.31491 1.19445
H -4.33123 4.36686 1.81900
H -3.96909 3.04688 2.71005
H -3.52422 0.93613 -0.01328
H -4.23169 0.59759 1.71270
H -5.16717 0.42308 0.35515
H -6.29715 1.85556 2.38241
H -6.61346 3.49896 1.89075
H -7.26589 0.99268 0.00173
H -8.44227 1.88446 0.87240
H -7.88604 3.77966 -0.50935
H -8.18749 2.32721 -1.38905
H -4.92673 1.27567 -2.49910
H -6.51116 1.69530 -3.19617
H -6.51581 0.70275 -1.83972
H -5.25296 4.19979 -3.03887
H -6.25590 5.07208 -1.93707
H -6.95715 4.12144 -3.20577
H -3.56221 4.11127 -1.01860
C -0.05368 3.14878 3.11356
O -0.37686 2.49101 4.39704
C 0.42937 2.83393 5.53531
C 0.16199 4.26558 6.10262
N 1.13251 5.22442 5.61732
C 0.97816 6.54837 6.24337
C 1.57992 6.64966 7.70052
O 0.65679 6.03718 8.55279
C 1.13400 6.00023 9.95790
H -0.84864 2.87960 2.41809
H 0.88835 2.82726 2.66938
H -0.03951 4.23866 3.10679
H 1.46946 2.51737 5.45713
H 0.18606 2.15180 6.34991
H 0.48493 4.26220 7.14367
H -0.84273 4.66008 5.95090
H 2.09367 4.99115 5.82193
H -0.04007 6.88476 6.43869
H 1.50332 7.20796 5.55255
H 1.47201 7.71892 7.88254
H 2.62828 6.35602 7.75368
H 0.32924 5.60150 10.57553
H 1.36172 7.01589 10.28143
H 2.02870 5.38888 10.07569
C -2.68614 -1.31394 -2.65793
O -3.09207 -2.48173 -2.05646
C -2.56501 -3.65805 -2.80841
C -2.85619 -5.00621 -2.06013
N -2.36557 -5.13881 -0.67546
C -0.99987 -5.59142 -0.70912
C -0.45702 -5.67193 0.64922
O -0.31241 -4.35025 1.17559
C -0.38884 -4.40366 2.56139
H -2.83880 -1.29590 -3.73704
H -1.63700 -1.04307 -2.53954
H -3.33129 -0.53212 -2.25714
H -1.47824 -3.63975 -2.72659
H -3.04949 -3.73154 -3.78205
H -2.28390 -5.76461 -2.59437
H -3.94086 -5.10748 -2.02363
H -2.22640 -4.18813 -0.36416
H -0.29821 -4.96716 -1.26238
H -0.98435 -6.52910 -1.26463
H 0.46219 -6.24227 0.78286
H -1.04287 -6.31492 1.30607
H 0.19779 -5.19160 3.03372
H -1.40932 -4.26705 2.91923
H 0.05150 -3.45545 2.86976
C 2.67759 -0.62658 -4.05777
C 2.12781 0.64553 -4.61934
O 1.43527 1.35449 -3.55399
H 3.59619 -0.49877 -3.48511
H 2.91357 -1.38679 -4.80242
H 1.97443 -0.92876 -3.28166
H 1.48897 0.37008 -5.45844
H 2.89704 1.33176 -4.97357
H 0.92347 2.07689 -3.92519
C -0.49061 1.68098 -0.43859
C 0.22237 0.33356 -0.17317
O 1.54859 0.58264 -0.34132
H -0.34579 1.91106 -1.49414
H -0.24795 2.52339 0.20914
H -1.57240 1.54791 -0.42796
H -0.10697 -0.49479 -0.80045
H 0.22921 -0.21973 0.76594
H 1.56083 0.73356 -1.28930
C 4.92095 2.63086 0.04878
C 5.83937 1.59089 -0.75049
O 5.23605 1.05646 -1.92120
H 4.76347 3.50354 -0.58506
H 5.36530 2.85219 1.01917
H 3.92522 2.22202 0.22043
H 6.12908 0.72064 -0.16156
H 6.79967 2.01783 -1.03970
H 4.52961 0.46770 -1.64568
```

=====

[3]
DFT (the ωB97M-V functional and the def2-TZVPD basis) results for a 6-piece molecular cluster, C36H90N6 overall.

The value obtained for the energy above the lowest of the compared OMol25 structures with the same formula, charge and spin is 2.112 eV. The spin multiplicity is 1. The calculation puts the total energy at -47728.34959 eV.

Structure (XYZ):
```
132
C36H90N6 | the Open Molecules 2025 dataset | the ωB97M-V functional and the def2-TZVPD basis
C -2.36633 -4.28581 7.84786
C -1.87770 -4.24554 9.30736
N -2.56092 -5.17401 10.17449
C -2.17213 -6.55538 9.91178
C -2.85175 -7.60037 10.78614
C -2.49512 -4.81225 11.58348
C -1.09541 -4.92491 12.21776
H -1.98112 -5.18554 7.35780
H -1.85553 -3.47355 7.32786
H -3.44660 -4.28135 7.73819
H -0.77838 -4.31026 9.30107
H -2.07932 -3.21971 9.63407
H -2.37073 -6.74843 8.85664
H -1.07778 -6.67157 10.00903
H -2.53656 -8.54597 10.32390
H -2.44807 -7.71344 11.79002
H -3.93139 -7.55380 10.66063
H -3.19854 -5.42870 12.14064
H -2.74477 -3.75172 11.65632
H -1.04447 -4.49183 13.21865
H -0.41288 -4.28463 11.64908
H -0.69042 -5.93644 12.21854
C -4.94749 -11.24297 23.60281
C -4.88490 -10.66834 22.16895
N -6.03405 -9.85470 21.87195
C -7.30010 -10.60283 21.77782
C -8.28214 -10.04294 22.80811
C -5.85127 -9.00850 20.68344
C -4.67541 -8.06426 20.85621
H -4.24463 -12.06779 23.73954
H -5.90424 -11.72737 23.83888
H -4.83806 -10.51409 24.40758
H -3.88223 -10.24108 22.16637
H -4.75419 -11.58363 21.56705
H -7.68800 -10.49061 20.76415
H -7.26446 -11.65237 22.08041
H -9.15834 -10.70339 22.84953
H -7.85699 -10.26295 23.79272
H -8.50491 -8.98328 22.73072
H -6.72822 -8.37139 20.54028
H -5.74006 -9.61448 19.77635
H -3.74846 -8.62625 20.73755
H -4.56047 -7.48037 21.77508
H -4.65812 -7.21142 20.17045
C 5.82546 -11.75778 16.16586
C 6.50150 -11.00388 15.02159
N 5.56881 -10.44714 14.05291
C 6.30001 -9.83998 12.93398
C 6.34742 -10.75714 11.72113
C 4.54120 -9.51780 14.55451
C 3.28875 -9.62402 13.68128
H 5.19263 -11.12258 16.77885
H 6.61797 -12.22169 16.75561
H 5.22086 -12.59004 15.79674
H 7.15515 -10.26231 15.51557
H 7.16078 -11.62514 14.41059
H 5.78485 -8.93896 12.59458
H 7.29658 -9.50428 13.24558
H 7.21359 -10.65902 11.06215
H 6.26691 -11.80899 12.00229
H 5.49704 -10.57964 11.05589
H 4.95964 -8.50444 14.55007
H 4.20603 -9.73728 15.56842
H 2.99645 -10.66037 13.50691
H 3.42386 -9.23551 12.67057
H 2.48226 -9.14234 14.23966
C -6.64366 -3.60053 14.71575
C -7.81679 -4.39365 14.14868
N -7.54614 -5.15963 12.94061
C -7.15236 -4.36579 11.80739
C -6.39876 -5.15642 10.73181
C -8.58335 -6.18608 12.71965
C -9.97339 -5.59903 12.35671
H -5.85879 -4.24426 15.11395
H -7.03084 -2.89509 15.45395
H -6.09707 -2.92794 14.04748
H -8.18277 -4.99821 14.97878
H -8.61324 -3.66445 13.92486
H -6.47711 -3.60017 12.18832
H -7.95830 -3.80560 11.30152
H -5.77574 -4.45570 10.17373
H -7.07877 -5.51559 9.95360
H -5.86698 -5.97980 11.20275
H -8.21486 -6.81152 11.90767
H -8.62809 -6.75998 13.64277
H -10.18861 -4.65965 12.85601
H -9.90406 -5.30141 11.30467
H -10.69982 -6.40478 12.42270
C -4.75134 -15.95259 18.53166
C -4.45373 -15.24091 17.18698
N -3.11062 -15.45394 16.71746
C -2.96580 -16.71929 16.05134
C -1.58060 -17.32200 16.18275
C -2.55324 -14.36193 15.93949
C -2.73362 -12.95026 16.49555
H -3.84299 -16.09666 19.11477
H -5.14150 -16.94919 18.31080
H -5.47915 -15.40855 19.13022
H -5.21658 -15.51266 16.43830
H -4.71610 -14.19633 17.37956
H -3.65205 -17.51954 16.35148
H -3.22458 -16.71243 14.97400
H -0.77285 -16.64735 15.87870
H -1.27847 -17.53509 17.21144
H -1.51112 -18.21993 15.56606
H -2.90935 -14.38173 14.89146
H -1.49832 -14.53501 15.70467
H -2.06636 -12.25912 15.97950
H -2.41603 -12.95408 17.53903
H -3.74457 -12.58617 16.33471
C -0.78563 -8.17865 16.31913
C -2.12523 -8.65900 15.75780
N -3.26052 -8.07080 16.42813
C -3.49907 -8.45062 17.80778
C -3.27522 -9.94412 18.07298
C -3.59997 -6.69021 16.14930
C -3.73906 -6.40983 14.66736
H -0.87643 -7.09071 16.30459
H 0.08062 -8.48977 15.73207
H -0.58239 -8.50388 17.34122
H -2.13933 -8.42948 14.68486
H -2.21241 -9.74179 15.61487
H -2.81798 -7.97681 18.52801
H -4.55226 -8.21706 17.96398
H -2.20519 -10.14124 17.99199
H -3.65434 -10.42152 18.97828
H -3.80472 -10.56330 17.34059
H -2.93579 -5.91401 16.55962
H -4.57297 -6.52657 16.62131
H -4.56900 -6.86684 14.12405
H -2.77679 -6.41971 14.15656
H -4.07673 -5.37176 14.52426
```

=====

What did we get for frontier orbital gap? Answer: 0.3096, 0.3048, 0.3170 hartree, in the order shown.